Record 1
The following is a DFT calculation (wB97M-V/def2-TZVPD) of a 6-piece molecular cluster, C38H95NO22P5S overall in a non-equilibrium geometry.

The geometry in XYZ format:
```
162
Properties=species:S:1:pos:R:3
S 2.864 7.249 5.525
P -3.215 7.385 5.254
P 0.659 -7.841 -4.754
P -5.634 -5.165 -0.447
P -0.229 -2.810 0.572
P -6.866 -6.823 -7.606
O 1.281 -6.368 -4.529
O -2.524 6.094 5.465
O -1.792 -2.675 0.768
O 1.428 -8.402 -3.415
O -3.656 7.812 6.741
O -2.575 7.799 3.792
O -5.414 -5.770 0.878
O 3.874 6.301 4.776
O 0.327 -1.842 -0.365
O -6.336 -3.753 -0.120
O -6.836 -5.815 -1.289
O -6.337 -7.852 -6.390
O -4.709 7.293 4.657
O -6.833 -5.882 -8.939
O -7.860 -6.110 -6.769
O -0.267 -4.268 -0.132
O -4.431 -5.868 -1.302
O 1.050 -9.152 -5.588
O 0.727 -3.177 1.781
O 5.038 5.398 -0.269
O -7.480 -8.085 -8.441
O -0.784 -7.787 -4.529
N 6.532 6.844 2.357
C 6.908 6.390 1.009
C 2.705 3.130 5.036
C 3.016 3.473 1.484
C 2.479 1.642 5.281
C -7.059 -5.404 -2.645
C -4.224 6.750 7.535
C 5.484 6.010 2.978
C -1.828 9.008 3.545
C 4.580 1.550 2.257
C 4.253 2.614 1.199
C -0.961 -5.325 0.533
C 1.367 2.421 -0.171
C 1.395 3.946 4.949
C -8.115 -5.397 -9.367
C -4.983 -7.931 -5.947
C 2.062 -5.661 -5.520
C 0.982 2.420 -1.673
C 5.825 6.567 -0.058
C -7.397 -3.829 0.846
C 2.103 -3.381 1.405
C -6.590 -8.989 -9.090
C 3.047 -0.168 3.481
C 4.360 6.892 3.492
C 1.251 5.023 6.044
C 2.109 3.684 0.265
C 4.894 7.738 0.174
C 2.301 1.192 -3.485
C 0.328 -10.341 -5.212
C 1.267 1.066 -2.374
C 2.005 0.811 4.065
C -3.429 -5.170 -2.076
C 1.282 6.462 5.513
C 3.726 0.264 2.182
C 4.272 0.385 -2.124
C 3.702 1.531 -2.966
C -5.358 8.481 4.197
C 2.843 -8.338 -3.369
C -2.424 -2.483 2.056
H 1.195 0.183 4.435
H 5.428 8.599 0.564
H -1.382 9.413 4.455
H 3.359 1.168 5.715
H 3.767 0.291 -1.165
H -4.972 -7.995 -4.861
H 7.279 5.357 1.014
H 0.475 2.267 0.436
H -7.058 -9.316 -10.016
H 1.376 4.443 3.978
H 1.368 4.455 0.490
H 1.565 1.424 3.279
H -3.314 -4.133 -1.757
H -4.438 -7.035 -6.245
H -8.012 -4.712 0.685
H 1.858 -6.008 -6.532
H -2.476 -5.677 -1.956
H 2.551 -3.958 2.210
H 4.071 2.089 0.261
H -0.086 2.612 -1.728
H 4.049 7.468 0.801
H 3.767 -0.445 4.251
H 4.392 -0.550 1.890
H -8.875 -6.170 -9.279
H 3.299 4.476 1.823
H 4.566 1.951 3.270
H 1.548 0.303 -1.652
H 5.329 0.549 -1.905
H 0.883 6.576 4.507
H -4.480 -8.807 -6.360
H -3.432 6.144 7.965
H 5.116 5.265 2.276
H 2.171 -3.936 0.472
H -6.983 -3.842 1.851
H -4.890 6.131 6.939
H -5.231 8.573 3.118
H -3.268 -1.814 1.914
H -1.006 -5.168 1.614
H 7.355 6.683 2.924
H 3.304 3.334 4.154
H 7.751 7.009 0.701
H -7.989 -5.119 -10.411
H -7.996 -2.932 0.701
H 1.564 3.191 -2.177
H 0.326 0.734 -2.811
H 5.877 5.459 3.836
H 1.701 1.569 6.044
H 5.620 4.688 -0.565
H -4.785 7.245 8.324
H -4.971 9.380 4.684
H -1.032 8.766 2.844
H -0.648 -10.351 -5.689
H 2.397 3.052 2.276
H 3.504 6.937 2.823
H 3.124 -5.779 -5.306
H -8.399 -4.526 -8.783
H 2.610 -2.424 1.310
H 2.007 4.910 6.820
H 2.724 4.059 -0.555
H 3.289 3.511 5.879
H 4.730 7.897 3.680
H 3.623 2.416 -2.329
H 0.925 -11.174 -5.574
H 0.220 -10.404 -4.132
H -1.975 -5.411 0.146
H 2.361 0.255 -4.042
H 6.354 6.776 -0.993
H -6.695 -4.389 -2.825
H -2.471 9.766 3.098
H 5.119 3.265 1.088
H -2.783 -3.447 2.414
H 5.619 1.261 2.085
H -5.631 -8.524 -9.337
H -6.416 8.394 4.429
H 4.391 1.712 -3.789
H 1.799 -4.608 -5.455
H 4.477 8.035 -0.787
H 4.207 -0.559 -2.664
H -8.128 -5.430 -2.832
H 3.212 7.148 6.822
H -6.562 -6.093 -3.327
H 3.003 0.360 1.373
H 3.204 -9.215 -2.834
H -3.709 -5.192 -3.129
H 1.992 1.964 -4.193
H -0.423 -6.251 0.342
H 0.539 3.278 5.010
H -1.743 -2.048 2.787
H 0.268 4.899 6.494
H 3.158 -7.438 -2.837
H 3.292 -8.338 -4.367
H 0.680 7.086 6.184
H 2.500 -1.081 3.241
H 2.013 1.556 -0.024
H -6.412 -9.855 -8.451
```

- orbital gap (Ha) = 0.276
- LUMO level (eV) = -3.00
- charge = +1
- HOMO (eV) = -10.51



Record 2
The following is a DFT calculation (wB97M-V/def2-TZVPD) of a 2-piece molecular cluster, C5H10O overall in a non-equilibrium geometry.

The geometry in XYZ format:
```
16
Properties=species:S:1:pos:R:3
O -0.132 -0.342 2.995
C 0.999 0.040 -1.748
C 0.403 -1.170 1.993
C -0.372 -1.643 1.048
C 0.582 1.293 -1.624
C -0.844 1.661 -1.248
H 1.190 2.175 -1.837
H -0.784 2.625 -0.747
H 0.232 -0.698 -1.982
H -1.557 1.615 -2.071
H 1.388 -1.508 2.279
H 2.013 -0.287 -1.571
H -1.435 -1.468 0.996
H -0.578 -0.890 3.649
H 0.063 -2.353 0.355
H -1.169 0.950 -0.488
```

- orbital gap (Ha) = 0.367
- energy relative to the best compared isomer or geometry (same formula, charge and spin) (kcal/mol) = 63.1
- LUMO level (eV) = 1.00
- HOMO (eV) = -8.99



Record 3
The following is a DFT calculation (wB97M-V/def2-TZVPD) of C32H20Br3IrN4 as an isolated structure.

The geometry in XYZ format:
```
60
Properties=species:S:1:pos:R:3
Ir -0.258 -0.558 0.248
Br -5.352 -3.348 -2.919
Br 2.690 -0.146 2.197
Br -3.005 -5.137 4.255
N -1.467 -1.677 -0.999
N -0.711 -2.212 1.473
N -0.338 0.911 1.824
N -0.265 1.229 -0.841
C -0.282 2.629 -2.781
C -0.557 1.776 4.040
C -3.784 -2.706 -2.163
C -3.538 -2.858 -0.802
C -1.692 -1.580 -2.316
C 4.275 1.258 0.430
C -2.371 -2.367 -0.254
C -0.538 3.745 -2.024
C -0.630 3.617 -0.625
C -2.646 -3.540 1.944
C -2.072 -3.992 3.128
C 3.394 -0.005 -1.876
C -0.772 -3.599 3.422
C 1.395 -0.977 -0.802
C -0.862 4.735 0.243
C 4.488 0.879 -1.905
C 3.165 -0.792 -3.014
C -0.477 2.340 -0.076
C -0.735 3.273 2.166
C 3.166 0.401 0.470
C 1.355 -1.877 -1.887
C -0.913 4.570 1.583
C -0.527 2.168 1.336
C -0.352 0.732 3.140
C -1.935 -2.687 1.124
C 2.607 -0.189 -0.684
C -0.144 1.392 -2.150
C 2.205 -1.801 -2.968
C -2.813 -2.082 -2.937
C 4.907 1.541 -0.759
C -0.748 3.048 3.556
C -0.142 -2.712 2.578
H -0.990 5.713 -0.201
H 0.093 0.517 -2.736
H -4.257 -3.382 -0.190
H -0.254 -3.974 4.294
H -0.182 2.683 -3.855
H 2.104 -2.498 -3.789
H 0.618 -2.666 -1.876
H 5.019 1.019 -2.838
H 0.866 -2.398 2.790
H -0.958 -1.063 -2.912
H 5.757 2.209 -0.784
H 4.653 1.663 1.360
H 3.788 -0.661 -3.889
H -1.084 5.414 2.239
H -0.907 3.878 4.233
H -0.656 4.718 -2.485
H -3.629 -3.891 1.670
H -2.926 -1.972 -4.006
H -0.213 -0.278 3.498
H -0.564 1.568 5.101
```

- multiplicity = 2
- orbital gap (alpha / beta) (Ha) = 0.260 / 0.209
- energy relative to the best compared isomer or geometry (same formula, charge and spin) (kcal/mol) = 0.0
- LUMO level (alpha / beta) (eV) = -9.74 / -11.47
- charge = +3
- HOMO (alpha / beta) (eV) = -16.81 / -17.16



Q: Number 1 is which compound?
A: C38H95NO22P5S